Record 1
{
  "formula": "C49H39BiBrN4O6S2",
  "method": "wB97M-V/def2-TZVPD",
  "species": ["Bi", "C", "C", "C", "C", "C", "C", "C", "S", "O", "C", "C", "C", "C", "C", "C", "C", "C", "C", "C", "C", "C", "C", "C", "C", "C", "C", "C", "C", "C", "S", "O", "C", "C", "C", "C", "C", "C", "C", "H", "H", "H", "H", "H", "H", "H", "H", "H", "H", "H", "H", "H", "H", "H", "H", "H", "H", "H", "H", "H", "H", "H", "H", "H", "H", "C", "O", "C", "O", "N", "N", "H", "H", "H", "H", "H", "H", "Br", "C", "C", "N", "C", "C", "C", "C", "O", "O", "H", "H", "H", "N", "C", "C", "C", "C", "C", "C", "C", "H", "H", "H", "H"],
  "xyz": [[-0.0597, -0.5971, 0.1349], [6.0125, 0.3198, 6.7814], [5.2040, 0.2916, 5.5115], [5.8015, -0.0026, 4.2870], [5.0511, -0.0341, 3.1206], [3.6938, 0.2566, 3.1870], [3.0681, 0.5372, 4.3928], [3.8324, 0.5543, 5.5441], [2.8079, 0.2242, 1.6621], [1.3594, -0.0840, 2.0497], [2.8770, 1.9256, 1.1095], [3.8324, 2.1231, 0.0813], [4.0045, 3.3531, -0.4648], [3.1998, 4.4407, -0.0411], [3.3468, 5.7253, -0.6235], [2.5719, 6.7689, -0.2133], [1.6096, 6.5759, 0.8041], [1.4545, 5.3536, 1.3913], [2.2439, 4.2434, 0.9849], [2.0975, 2.9439, 1.5912], [1.2778, 2.8735, 2.8477], [1.9217, 3.4256, 4.0109], [3.2855, 3.8325, 3.9960], [3.8748, 4.3542, 5.1093], [3.1445, 4.5021, 6.3106], [1.8417, 4.1057, 6.3642], [1.2033, 3.5559, 5.2218], [-0.1455, 3.1334, 5.2726], [-0.7411, 2.5803, 4.1819], [-0.0245, 2.4506, 2.9670], [-1.0371, 1.6225, 1.6923], [-2.1635, 1.0146, 2.4355], [-1.6905, 3.0055, 0.7795], [-0.8883, 3.7617, -0.0576], [-1.4491, 4.8332, -0.7347], [-2.8014, 5.1391, -0.5985], [-3.4152, 6.3001, -1.3365], [-3.5874, 4.3387, 0.2347], [-3.0427, 3.2695, 0.9260], [6.9734, -0.1748, 6.6512], [5.4786, -0.1728, 7.5939], [6.2028, 1.3495, 7.0912], [6.8616, -0.2291, 4.2448], [5.5143, -0.2865, 2.1707], [1.9980, 0.7140, 4.4326], [3.3542, 0.7762, 6.4933], [4.4106, 1.2726, -0.2669], [4.7433, 3.5148, -1.2422], [4.0933, 5.8637, -1.3990], [2.6929, 7.7487, -0.6611], [0.9883, 7.4058, 1.1207], [0.7088, 5.2228, 2.1659], [3.8725, 3.7162, 3.0945], [4.9143, 4.6593, 5.0728], [3.6233, 4.9254, 7.1854], [1.2685, 4.2027, 7.2804], [-0.7005, 3.2405, 6.1977], [-1.7614, 2.2250, 4.2250], [0.1563, 3.5083, -0.2020], [-0.8218, 5.4431, -1.3771], [-2.6737, 6.8352, -1.9300], [-3.8688, 7.0057, -0.6378], [-4.2058, 5.9563, -2.0069], [-4.6450, 4.5565, 0.3410], [-3.6476, 2.6534, 1.5803], [3.8573, 0.4307, -3.6317], [2.5038, 0.8059, -3.9294], [1.6866, 0.9160, -2.8756], [2.0220, 0.7228, -1.7215], [0.4514, 1.2877, -3.2924], [-0.5762, 1.3995, -2.3670], [4.4260, 0.6413, -4.5295], [3.9105, -0.6300, -3.3959], [4.2394, 1.0080, -2.7945], [0.2914, 1.3981, -4.2781], [-1.2741, 0.6802, -2.5141], [-1.0129, 2.3095, -2.4233], [-6.5899, -0.8823, 2.7897], [-5.6527, -1.6795, 1.3612], [-6.0293, -2.9316, 0.8928], [-5.3925, -3.5463, -0.1054], [-4.3456, -2.9328, -0.6482], [-3.9014, -1.6807, -0.2335], [-4.5709, -1.0379, 0.7985], [-2.5979, -1.1581, -0.7114], [-1.8022, -1.8735, -1.3530], [-2.2121, 0.0181, -0.3200], [-6.8625, -3.4597, 1.3445], [-3.8302, -3.4519, -1.4495], [-4.2127, -0.0879, 1.1729], [-3.1297, -5.8177, 4.7622], [-2.6186, -5.0411, 4.0846], [-1.9836, -4.0614, 3.2308], [-1.6962, -4.3788, 1.9070], [-1.1273, -3.4230, 1.0802], [-0.8374, -2.1446, 1.5660], [-1.0754, -1.8616, 2.9133], [-1.6566, -2.8077, 3.7388], [-1.9369, -5.3635, 1.5270], [-0.9398, -3.6800, 0.0443], [-0.8173, -0.8994, 3.3320], [-1.8658, -2.5795, 4.7759]],
  "forces_ev_per_a": [[-0.4, -0.1, -0.2], [0.0, 0.0, -0.1], [0.0, 0.0, 0.0], [0.0, 0.0, 0.0], [0.0, 0.1, 0.0], [0.2, 0.0, 0.0], [-0.1, -0.1, 0.1], [0.0, 0.0, 0.1], [0.0, 0.0, 0.1], [0.1, 0.0, -0.3], [0.0, -0.1, -0.1], [0.0, -0.2, 0.0], [0.0, 0.1, 0.0], [0.0, 0.0, 0.0], [0.0, 0.0, 0.0], [-0.1, 0.1, 0.0], [0.0, 0.0, 0.0], [0.1, 0.0, 0.0], [0.0, -0.1, 0.1], [-0.1, 0.3, 0.0], [0.1, 0.1, 0.0], [0.0, 0.0, 0.0], [-0.1, 0.0, -0.1], [0.0, 0.0, 0.0], [0.0, 0.0, 0.0], [-0.1, 0.0, 0.0], [0.0, 0.0, 0.0], [0.0, 0.0, 0.0], [0.0, -0.1, 0.0], [-0.1, 0.0, 0.0], [-0.1, 0.2, 0.3], [0.2, 0.1, -0.2], [0.0, -0.1, 0.0], [0.1, -0.2, -0.1], [0.0, 0.0, -0.1], [-0.1, 0.0, 0.0], [0.0, -0.1, 0.0], [0.0, 0.1, -0.1], [-0.1, 0.1, 0.1], [0.0, 0.0, 0.0], [0.0, 0.0, 0.0], [0.0, 0.0, 0.0], [-0.1, 0.0, 0.0], [0.0, 0.0, 0.1], [0.1, 0.0, 0.0], [0.0, 0.0, -0.1], [-0.1, 0.1, 0.0], [0.0, 0.0, 0.0], [-0.1, 0.0, 0.0], [0.0, -0.1, 0.0], [0.1, 0.0, 0.0], [0.0, 0.0, 0.0], [0.0, 0.0, 0.0], [-0.1, 0.0, 0.0], [0.0, 0.0, -0.1], [0.0, 0.0, -0.1], [0.0, 0.0, 0.0], [0.0, 0.0, 0.0], [-0.1, 0.0, 0.0], [0.0, 0.0, 0.0], [0.0, 0.0, 0.0], [0.0, 0.0, 0.0], [0.0, 0.0, 0.0], [0.1, 0.0, 0.0], [0.0, 0.0, -0.1], [-0.1, 0.0, 0.0], [0.1, 0.0, 0.0], [0.1, 0.1, 0.1], [-0.1, -0.1, -0.1], [0.2, 0.0, 0.1], [-0.1, -0.1, 0.1], [0.0, 0.0, -0.1], [0.0, 0.0, 0.0], [0.0, 0.1, 0.0], [0.0, 0.0, -0.2], [-0.1, 0.0, 0.0], [0.0, 0.1, 0.1], [0.0, 0.0, 0.0], [-0.1, 0.0, 0.0], [0.1, -0.1, -0.2], [0.0, 0.1, 0.1], [-0.1, 0.0, -0.1], [0.2, -0.1, 0.0], [0.1, 0.1, 0.0], [0.2, 0.1, -0.1], [0.1, 0.1, 0.1], [-0.1, -0.3, 0.3], [0.0, 0.0, 0.0], [0.0, 0.0, 0.1], [0.0, 0.0, 0.0], [0.1, 0.2, -0.1], [0.0, 0.0, 0.0], [-0.1, -0.2, 0.1], [0.0, -0.1, 0.0], [0.0, 0.1, 0.0], [-0.1, 0.0, 0.1], [0.1, 0.0, -0.1], [0.0, 0.0, 0.1], [0.0, 0.0, 0.0], [0.0, 0.0, 0.0], [-0.1, 0.0, 0.0], [0.0, 0.0, 0.0]],
  "mol_weight_g_mol": 1132.9,
  "relative_energy_kcal_mol": 9.1,
  "e_lumo_ev": -3.325,
  "e_tot_ev": -167238.328,
  "total_charge": 1,
  "gap_ev": 7.68
}

***

Record 2
{
  "formula": "C49H40ClF12N5O7P2Zr",
  "method": "wB97M-V/def2-TZVPD",
  "species": ["Zr", "C", "C", "C", "C", "C", "N", "C", "C", "C", "C", "C", "C", "C", "C", "O", "C", "F", "F", "F", "C", "F", "F", "F", "C", "C", "C", "O", "C", "F", "F", "F", "C", "F", "F", "F", "H", "H", "H", "H", "H", "H", "H", "H", "H", "H", "H", "H", "N", "P", "C", "C", "C", "C", "C", "C", "C", "C", "C", "C", "C", "C", "P", "C", "C", "C", "C", "C", "C", "C", "C", "C", "C", "C", "C", "H", "H", "H", "H", "H", "H", "H", "H", "H", "H", "H", "H", "H", "H", "H", "H", "H", "H", "H", "H", "H", "C", "N", "C", "C", "C", "N", "C", "O", "N", "H", "H", "H", "H", "H", "H", "H", "O", "Cl", "O", "O", "O"],
  "xyz": [[0.1933, 0.2885, 0.1212], [5.6249, -3.8401, -2.5449], [4.4991, -2.8695, -2.3104], [3.8455, -2.2305, -3.3498], [2.7986, -1.3595, -3.1134], [2.3240, -1.0870, -1.8218], [1.2247, -0.2417, -1.6134], [0.5811, 0.3017, -2.7758], [0.0249, -0.5774, -3.7062], [-0.6401, -0.1303, -4.8258], [-0.7809, 1.2344, -5.0630], [-1.5146, 1.7351, -6.2769], [-0.2625, 2.1125, -4.1266], [0.3982, 1.6758, -2.9778], [0.7958, 2.6355, -1.8548], [0.4201, 2.1157, -0.6366], [0.0417, 4.0034, -1.9042], [0.3403, 4.7411, -0.8195], [-1.2801, 3.8013, -1.8767], [0.3058, 4.7751, -2.9697], [2.3278, 2.9278, -1.9028], [3.0476, 1.8101, -2.0241], [2.6344, 3.6977, -2.9623], [2.7491, 3.5645, -0.8033], [3.0467, -1.6720, -0.7511], [4.0934, -2.5467, -1.0246], [2.7536, -1.2671, 0.6899], [1.4120, -1.1017, 0.9250], [3.2724, -2.2821, 1.7461], [4.6179, -2.2860, 1.8413], [2.8095, -1.9938, 2.9672], [2.8735, -3.5277, 1.4587], [3.4570, 0.1021, 0.9921], [4.6277, 0.2573, 0.3860], [2.6328, 1.0885, 0.5511], [3.6403, 0.3425, 2.2989], [5.8081, -3.9730, -3.6109], [6.5532, -3.4929, -2.0869], [5.3977, -4.8201, -2.1207], [4.1597, -2.4064, -4.3727], [2.3438, -0.8667, -3.9570], [0.1346, -1.6383, -3.5277], [-1.0660, -0.8503, -5.5159], [-1.0971, 1.3095, -7.1909], [-2.5692, 1.4553, -6.2367], [-1.4578, 2.8205, -6.3518], [-0.3990, 3.1694, -4.2980], [4.6420, -2.9936, -0.2089], [-2.2670, -2.8212, 0.1553], [-1.6822, -1.8033, 1.4177], [-3.2019, -1.4130, 2.3480], [-4.3119, -2.2510, 2.3613], [-5.4140, -1.9364, 3.1425], [-5.4080, -0.7929, 3.9286], [-4.2996, 0.0422, 3.9276], [-3.2059, -0.2650, 3.1342], [-0.9464, -3.0224, 2.5556], [-1.3496, -4.3549, 2.5791], [-0.8088, -5.2264, 3.5103], [0.1251, -4.7687, 4.4318], [0.5264, -3.4417, 4.4133], [-0.0023, -2.5722, 3.4694], [-0.9878, -3.0886, -0.9941], [-0.5682, -4.8400, -0.7017], [-1.5251, -5.8539, -0.6542], [-1.1457, -7.1567, -0.3863], [0.1971, -7.4604, -0.1718], [1.1535, -6.4608, -0.2266], [0.7689, -5.1498, -0.4895], [-1.9100, -3.2430, -2.5662], [-1.3884, -4.0517, -3.5781], [-1.9798, -4.0826, -4.8304], [-3.1072, -3.3139, -5.0914], [-3.6335, -2.5105, -4.0931], [-3.0335, -2.4667, -2.8410], [-3.1759, -2.5703, -0.2134], [-4.3169, -3.1551, 1.7648], [-6.2784, -2.5879, 3.1411], [-6.2692, -0.5511, 4.5382], [-4.2966, 0.9407, 4.5322], [-2.3508, 0.4003, 3.0978], [-2.0719, -4.7068, 1.8547], [-1.1131, -6.2655, 3.5148], [0.5491, -5.4519, 5.1569], [1.2733, -3.0909, 5.1140], [0.3443, -1.5473, 3.4131], [-2.5698, -5.6145, -0.8202], [-1.8910, -7.9414, -0.3457], [0.4915, -8.4813, 0.0365], [2.1969, -6.6943, -0.0568], [1.5084, -4.3568, -0.5171], [-0.5144, -4.6631, -3.3845], [-1.5619, -4.7137, -5.6046], [-3.5704, -3.3420, -6.0695], [-4.5082, -1.9024, -4.2864], [-3.4400, -1.8024, -2.0927], [0.3606, 1.1522, 4.8058], [-0.1841, 2.2717, 4.0367], [-0.6883, 3.3759, 4.6434], [-1.2011, 4.4014, 3.9324], [-1.1708, 4.2607, 2.5106], [-0.6794, 3.1820, 1.9246], [-0.2038, 2.1892, 2.6564], [0.2658, 1.1241, 2.1668], [-1.6370, 5.2174, 1.7024], [0.4002, 1.4448, 5.8517], [1.3576, 0.9101, 4.4450], [-0.2756, 0.2755, 4.6923], [-0.6497, 3.3774, 5.7237], [-1.5987, 5.2777, 4.4198], [-2.0148, 6.0754, 2.0574], [-1.5650, 5.0694, 0.7075], [-3.9408, -0.2093, -0.4588], [-2.8551, 0.7056, -0.6223], [-3.1643, 1.7288, -1.5484], [-2.4144, 1.2261, 0.6608], [-1.6652, -0.0762, -1.1151]],
  "forces_ev_per_a": [[-0.5, -0.4, 0.2], [0.0, 0.0, 0.0], [0.0, 0.0, 0.0], [0.0, 0.0, 0.0], [0.1, 0.0, 0.0], [-0.1, 0.1, 0.1], [0.0, 0.0, -0.4], [0.1, -0.1, 0.0], [0.0, 0.0, 0.0], [0.0, 0.0, 0.0], [0.0, 0.0, 0.0], [0.0, 0.0, 0.0], [0.0, 0.0, 0.0], [-0.1, 0.0, 0.0], [0.0, 0.1, 0.0], [0.1, 0.0, 0.1], [-0.1, -0.1, 0.0], [0.0, 0.0, 0.0], [0.0, 0.0, 0.0], [0.0, 0.0, 0.0], [-0.1, 0.0, 0.0], [0.0, 0.0, 0.0], [0.0, 0.0, 0.0], [0.0, 0.0, 0.0], [0.0, 0.0, 0.0], [0.0, 0.0, 0.0], [0.1, 0.1, 0.1], [0.0, 0.1, 0.0], [-0.1, -0.1, -0.1], [0.0, 0.0, 0.0], [0.0, 0.0, 0.0], [0.0, 0.1, 0.0], [-0.1, 0.0, 0.0], [0.0, 0.0, 0.0], [0.1, 0.1, 0.0], [0.0, 0.0, 0.0], [0.0, 0.0, 0.0], [0.0, 0.0, 0.0], [0.0, 0.0, 0.0], [0.0, 0.0, 0.0], [0.0, 0.0, 0.0], [0.0, 0.0, 0.0], [0.0, 0.0, 0.0], [0.0, 0.0, 0.0], [0.0, 0.0, 0.0], [0.0, 0.0, 0.0], [0.0, 0.0, 0.0], [0.0, 0.0, 0.0], [0.3, 0.2, 0.0], [-0.1, -0.2, 0.0], [0.0, 0.0, 0.1], [0.0, 0.0, 0.0], [0.0, 0.0, 0.0], [0.0, 0.0, 0.0], [0.0, 0.0, 0.0], [0.0, 0.0, 0.0], [0.0, 0.0, 0.0], [0.0, 0.0, 0.0], [0.0, 0.0, 0.0], [0.0, 0.0, 0.0], [0.0, 0.0, 0.0], [0.0, 0.0, 0.0], [-0.1, -0.1, -0.1], [0.0, 0.0, 0.0], [0.0, 0.0, 0.0], [0.0, 0.0, 0.0], [0.0, 0.0, 0.0], [0.0, 0.0, 0.0], [0.0, 0.0, 0.0], [-0.1, 0.1, 0.0], [0.0, 0.0, 0.0], [0.0, 0.0, 0.0], [0.0, 0.0, 0.0], [0.0, 0.0, 0.0], [0.0, -0.1, -0.1], [0.0, 0.0, 0.0], [0.0, 0.0, 0.0], [0.0, 0.0, 0.0], [0.0, 0.0, 0.0], [0.0, 0.0, 0.0], [0.0, 0.0, 0.0], [0.0, 0.0, 0.0], [0.0, 0.0, 0.0], [0.0, 0.0, 0.0], [0.0, 0.0, 0.0], [0.0, 0.0, 0.0], [0.0, 0.0, 0.0], [0.0, 0.0, 0.0], [0.0, 0.0, 0.0], [0.0, 0.0, 0.0], [0.0, 0.0, 0.0], [0.0, 0.0, 0.0], [0.0, 0.0, 0.0], [0.0, 0.0, 0.0], [0.0, 0.0, 0.0], [0.0, 0.0, 0.0], [0.0, 0.0, 0.0], [-0.1, 0.1, 0.1], [0.0, 0.0, 0.0], [0.0, 0.0, -0.1], [0.0, 0.0, 0.0], [0.0, 0.0, 0.0], [0.2, -0.1, 0.1], [-0.2, 0.1, -0.1], [0.0, 0.0, 0.0], [0.0, 0.0, 0.0], [0.0, 0.0, 0.0], [0.0, 0.0, 0.0], [0.0, 0.0, 0.0], [0.0, 0.0, 0.0], [0.0, 0.0, 0.0], [0.0, 0.0, 0.0], [0.1, 0.1, 0.0], [0.0, 0.0, 0.2], [0.1, -0.1, 0.1], [0.1, 0.1, -0.4], [-0.1, 0.2, -0.1]],
  "mol_weight_g_mol": 1227.5,
  "relative_energy_kcal_mol": 76.4,
  "e_lumo_ev": 0.096,
  "e_tot_ev": -138238.267,
  "gap_ev": 7.21
}